# 1
Molecular formula: C18H35GdN2S
Method: DFT, ωB97M-V/def2-TZVPD

The LUMO energy (alpha / beta) is -7.60 / -7.59 eV. Its expectation value of S² is 16.164. The spin multiplicity is 8. The charge is +2.

CARTESIAN COORDINATES (ANGSTROEM)
C1 1.08054 1.80751 -2.03991
H1 1.93587 2.24294 -1.49480
H2 1.24501 1.15585 -2.90102
H3 1.88432 0.39997 0.88856
C2 -0.14963 2.63153 -1.87825
H4 -1.09704 2.11279 -2.16982
H5 -0.29123 2.94921 -0.79287
C3 0.09117 3.93110 -2.70642
H6 -0.81683 4.58183 -2.70264
H7 0.97404 4.45786 -2.26821
H8 0.36043 3.59098 -3.72622
C4 -1.22583 -2.12304 -0.82639
C5 -1.87439 -1.28232 -1.78182
C6 -0.92144 -0.94148 -2.79069
C7 0.32804 -1.56960 -2.45116
C8 0.13365 -2.30193 -1.23680
C9 1.11263 -3.21462 -0.59474
C10 1.55381 -1.58440 -3.29205
C11 -1.19604 -0.19507 -4.05036
C12 -3.32811 -0.96698 -1.80623
C13 -1.87541 -2.82755 0.31380
Gd1 0.25095 0.40654 -0.64148
H9 2.43413 -1.82174 -2.68817
H10 1.49205 -2.33132 -4.09810
H11 1.72258 -0.61264 -3.76452
H12 2.12535 -3.00241 -0.94423
H13 1.09999 -3.09742 0.49311
H14 0.89631 -4.27009 -0.81086
H15 -2.80341 -2.32525 0.60648
H16 -2.12815 -3.86951 0.05845
H17 -1.20711 -2.85694 1.18228
H18 -3.51618 -0.06404 -2.39501
H19 -3.92585 -1.78156 -2.24795
H20 -3.70104 -0.80067 -0.78954
H21 -0.38848 0.51036 -4.27195
H22 -1.28885 -0.86695 -4.91779
H23 -2.12908 0.37026 -3.97060
C14 3.18293 0.22833 3.66079
N1 1.79879 0.69171 3.78372
C15 1.50746 1.74804 4.75199
C16 0.93676 0.41667 2.81228
S1 1.57936 -0.72773 1.55221
N2 -0.38603 0.70321 2.92733
C17 -1.00699 0.40130 4.22810
C18 -1.29115 0.68539 1.75218
H24 3.65351 0.47832 4.60255
H25 3.71619 0.72995 2.84468
H26 3.22257 -0.85560 3.51024
H27 0.86250 2.51691 4.30580
H28 1.03819 1.30895 5.64059
H29 2.47635 2.17171 5.01649
H30 -1.20752 1.33283 4.77749
H31 -1.94843 -0.13026 4.06676
H32 -0.33439 -0.24012 4.81731
H33 -1.02681 1.53719 1.05936
H34 -1.32428 -0.32782 1.27849
H35 -2.30576 0.88980 2.11959

# 2
Molecular formula: C17H15F29GaO3S
Method: DFT, ωB97M-V/def2-TZVPD

The LUMO energy is 2.04 eV. The charge is -1.

CARTESIAN COORDINATES (ANGSTROEM)
F1 3.43505 2.79794 -3.67920
C1 2.62132 3.62377 -4.47879
F2 3.32962 4.23695 -5.52507
F3 1.61214 2.82159 -5.05141
C2 1.93176 4.82512 -3.62840
F4 1.94400 4.57294 -2.22659
F5 2.66591 6.02383 -3.85082
Ga1 -0.00669 5.04695 -4.41215
S1 -1.45235 3.42436 -3.56735
H1 0.17276 4.87696 -6.01400
H2 -0.58339 6.48586 -4.03520
H3 -1.58765 2.53491 -4.63428
C3 3.26594 2.10651 -0.50053
C4 1.96125 1.98451 0.31948
C5 2.11216 1.85696 1.83930
F6 2.83208 0.78221 2.21555
F7 0.89294 1.71590 2.42319
F8 1.22324 0.96652 -0.18344
F9 1.24153 3.11677 0.08499
O1 3.79749 0.90268 -1.08868
C6 4.58121 0.05664 -0.28233
C7 3.90793 -1.29287 -0.00933
F10 2.67818 -1.15502 0.52761
F11 4.63737 -2.02547 0.87287
F12 4.94017 0.70870 0.83916
F13 5.72819 -0.15675 -0.96771
H4 3.01820 2.72818 -1.36482
H5 4.03613 2.67046 0.03089
H6 2.58160 2.74875 2.26205
H7 3.80521 -1.87133 -0.93133
C8 -4.84559 0.75392 0.91455
C9 -4.04222 0.49821 -0.37992
C10 -3.67489 1.72792 -1.21801
F14 -4.74932 2.42312 -1.63456
F15 -3.01360 1.35039 -2.33335
F16 -4.69943 -0.42439 -1.12455
F17 -2.87098 -0.09385 -0.00272
O2 -6.27769 0.60168 0.86593
C11 -7.04897 1.68159 0.38849
C12 -7.74653 1.37381 -0.94209
F18 -6.88433 0.97237 -1.89389
F19 -8.37033 2.47912 -1.42151
F20 -6.29070 2.78941 0.34878
F21 -7.99066 1.91308 1.33374
H8 -4.53073 -0.02442 1.61488
H9 -4.55952 1.69129 1.39695
H10 -3.02330 2.40498 -0.65899
H11 -8.49371 0.58523 -0.81610
C13 1.60867 -3.71604 2.04744
C14 0.32488 -3.88451 2.89001
C15 0.51204 -4.10405 4.39517
F22 1.23549 -5.19976 4.68673
F23 -0.69316 -4.27662 4.99736
F24 -0.42939 -4.86837 2.34382
F25 -0.39663 -2.73590 2.74027
O3 2.12355 -4.88054 1.37290
C16 2.92879 -5.77593 2.10586
C17 2.26435 -7.14227 2.31235
F26 1.05040 -7.04236 2.88780
F27 3.01887 -7.92296 3.12685
F28 3.31612 -5.19314 3.25408
F29 4.05680 -5.94334 1.37863
H12 1.34069 -3.04313 1.22955
H13 2.39381 -3.18667 2.59202
H14 0.99516 -3.24057 4.85945
H15 2.13870 -7.66177 1.35847

# 3
Molecular formula: C16H17AsBrMnN2O5S
Method: DFT, ωB97M-V/def2-TZVPD

The LUMO energy (alpha / beta) is -3.33 / -3.54 eV. Its expectation value of S² is 1.146. The spin multiplicity is 2. The charge is +1.

CARTESIAN COORDINATES (ANGSTROEM)
Mn1 -0.86383 -0.57486 -0.87286
O1 -0.07229 0.37043 0.80818
C1 0.40039 -0.21458 1.80002
C2 0.75544 -1.58757 1.89721
C3 1.30778 -2.03738 3.11139
C4 1.71221 -3.33373 3.21978
C5 1.59451 -4.23040 2.14572
C6 1.05451 -3.81603 0.95984
C7 0.60243 -2.48461 0.79606
O2 0.09149 -2.12571 -0.33456
N1 2.29027 -3.79960 4.48641
O3 2.69323 -4.94216 4.52563
O4 2.33695 -3.00526 5.40377
H1 0.56571 0.38610 2.70475
H2 1.41686 -1.36907 3.95548
H3 1.93811 -5.24656 2.27851
H4 0.94903 -4.49443 0.12510
C8 -3.68388 3.84583 -0.12753
As1 -2.27475 2.60944 0.29343
C9 -0.69545 3.24317 -0.60178
C10 -1.99030 2.77166 2.18898
S1 -2.91733 0.67214 -0.32535
H5 -3.32238 4.86759 -0.02116
H6 -4.51310 3.67479 0.55649
H7 -4.01724 3.66634 -1.14710
H8 -0.27457 4.07187 -0.03360
H9 -0.96841 3.58176 -1.59952
H10 0.02740 2.43393 -0.66384
H11 -2.12635 3.81330 2.47742
H12 -0.98326 2.44913 2.43120
H13 -2.71716 2.14801 2.70514
O5 -2.88386 -2.22558 -2.50482
C11 -2.13180 -1.56792 -1.98984
Br1 0.42326 0.85714 -6.32186
C12 1.01196 0.47165 -4.58190
C13 2.35794 0.29316 -4.30121
C14 2.72833 0.02011 -2.99587
C15 1.75051 -0.07544 -2.02452
N2 0.44989 0.08596 -2.30060
C16 0.08755 0.35402 -3.56066
H14 3.09558 0.36842 -5.08828
H15 3.76573 -0.12470 -2.73140
H16 1.99853 -0.28619 -0.99299
H17 -0.96965 0.48583 -3.74927

# 4
Molecular formula: C27H26CoN5O5SSe
Method: DFT, ωB97M-V/def2-TZVPD

The LUMO energy (alpha / beta) is 1.26 / 1.26 eV. Its expectation value of S² is 3.759. The spin multiplicity is 4. The charge is -1.

CARTESIAN COORDINATES (ANGSTROEM)
Co1 0.59195 -0.80797 -0.24355
O1 3.29864 -0.14498 0.54485
C1 4.19022 -1.25033 0.62471
C2 4.24801 -1.91308 -0.73207
N1 2.96717 -2.38717 -1.18376
C3 2.73368 -2.42431 -2.60833
C4 1.32205 -1.98197 -2.99836
O2 0.87176 -2.35494 -4.08014
O3 0.72802 -1.23673 -2.15004
C5 2.51016 -3.57026 -0.49617
C6 1.97313 -3.33554 0.91631
O4 2.19544 -4.18104 1.77965
O5 1.27594 -2.27226 1.07800
H1 3.04809 0.12147 1.43392
H2 3.88153 -1.96232 1.39597
H3 5.20434 -0.90663 0.86448
H4 4.98606 -2.73614 -0.65648
H5 4.62733 -1.18736 -1.45341
H6 2.87838 -3.42684 -3.03335
H7 3.42616 -1.75431 -3.11999
H8 3.28179 -4.35206 -0.44122
H9 1.66670 -3.98038 -1.06283
S1 -4.21928 -3.23340 4.92702
N2 -3.28827 -1.91731 4.90685
C7 -2.70274 -1.88360 3.72348
C8 -1.75786 -0.86654 3.26887
C9 -1.32825 0.20431 4.05841
C10 -0.41788 1.08559 3.53393
C11 0.06224 0.87177 2.23806
N3 -0.34283 -0.14335 1.49627
C12 -1.24585 -0.99236 1.99174
C13 -1.67892 -2.09319 1.09095
N4 -1.18167 -2.06956 -0.14507
C14 -1.48512 -3.04451 -0.98471
C15 -2.29958 -4.11563 -0.61045
C16 -2.83582 -4.13374 0.65502
C17 -2.53896 -3.08394 1.52590
C18 -3.07087 -2.97257 2.88275
N5 -3.92686 -3.80252 3.44823
H10 -1.72134 0.31598 5.06119
H11 -0.06151 1.93604 4.09868
H12 0.78957 1.51747 1.75413
H13 -1.06566 -2.95137 -1.98205
H14 -2.49328 -4.91144 -1.31597
H15 -3.48215 -4.93531 0.98985
C19 -2.65626 6.53016 -2.10281
C20 -1.77503 5.35272 -1.76740
C21 -1.03108 5.31187 -0.59813
C22 -0.19338 4.24154 -0.28662
C23 0.56042 4.29538 1.01672
C24 -0.06705 3.16130 -1.17923
Se1 1.23086 1.77349 -0.93092
C25 -0.84960 3.17713 -2.35351
C26 -0.84305 2.04424 -3.35306
C27 -1.67399 4.26639 -2.62277
H16 -2.63471 7.27471 -1.30506
H17 -3.69617 6.22614 -2.24813
H18 -2.33172 7.02044 -3.02429
H19 -1.09631 6.14450 0.09849
H20 0.47742 5.28782 1.46515
H21 1.61212 4.04384 0.87304
H22 0.15036 3.57386 1.72700
H23 -0.29943 1.17983 -2.98131
H24 -0.37011 2.35449 -4.28946
H25 -1.86863 1.74655 -3.58808
H26 -2.25831 4.25795 -3.54088

# 5
Molecular formula: C3H9NO3
Method: DFT, ωB97M-V/def2-TZVPD

The LUMO energy is 0.86 eV. Its SMILES is CNCC(=O)O.O.

CARTESIAN COORDINATES (ANGSTROEM)
C1 -0.96363 -0.15985 -1.03767
N1 -1.55871 0.11512 0.27195
C2 -0.92056 1.20149 0.98902
C3 0.39937 0.76824 1.59692
O1 0.88495 -0.31747 1.53364
O2 0.98128 1.80822 2.26859
H1 -1.58312 -0.92844 -1.49381
H2 -0.80173 0.74042 -1.64092
H3 0.00568 -0.63396 -0.91472
H4 -2.51695 0.39123 0.10760
H5 -0.70503 2.05900 0.33685
H6 -1.56403 1.51669 1.81106
H7 1.47362 1.37708 2.99340
O3 0.99685 -2.76515 -4.21350
H8 0.58784 -2.59973 -5.07056
H9 1.19132 -3.70576 -4.18842

# 6
Molecular formula: C4H10NO
Method: DFT, ωB97M-V/def2-TZVPD

The LUMO energy (alpha / beta) is 0.67 / 0.66 eV. Its expectation value of S² is 0.753. The spin multiplicity is 2.

CARTESIAN COORDINATES (ANGSTROEM)
C1 -0.12414 -0.72413 1.24896
C2 -0.93353 0.29381 0.48215
C3 -2.03785 0.85232 0.93716
C4 0.30281 1.83836 -0.97752
N1 -0.39079 0.66416 -0.79421
H1 -0.74919 -1.26413 1.96407
H2 0.31413 -1.45801 0.57449
H3 0.65950 -0.20909 1.79162
H4 -2.55986 1.59822 0.35476
H5 -2.43869 0.59474 1.90438
H6 0.91844 1.94812 -1.84821
H7 0.11878 2.66306 -0.31875
H8 -0.41779 -0.10282 -1.44073
H9 3.01901 -1.94132 -0.83973
H10 2.18386 -2.76216 -1.81101
O1 2.13532 -1.99116 -1.22746

# 7
Molecular formula: C4H4N2O
Method: DFT, ωB97M-V/def2-TZVPD

The LUMO energy is -0.92 eV.

CARTESIAN COORDINATES (ANGSTROEM)
C1 -0.04911 1.01850 0.00342
C2 -0.10638 -0.32865 0.33423
C3 0.61941 -0.95850 1.54586
C4 -0.40109 -1.45261 -0.54382
H1 -0.19588 0.37446 -1.95273
H2 -1.07086 2.38225 -1.53067
H3 0.09769 1.98710 0.75712
H4 0.76531 -1.89306 1.74334
N1 -0.09112 1.27051 -1.48902
N2 -0.64880 -2.25665 -1.27438
O1 1.08084 -0.14334 2.40666

# 8
Molecular formula: C16H15N5O2S
Method: DFT, ωB97M-V/def2-TZVPD

The LUMO energy is 0.62 eV. Its SMILES is Nc1nc(SCC(=O)Nc2cccc(Oc3ccccc3)c2)n[nH]1.

CARTESIAN COORDINATES (ANGSTROEM)
N1 1.05960 1.78789 1.03764
C1 0.96383 1.60161 -0.29956
N2 -0.03587 1.99690 -1.06054
C2 0.35732 1.65487 -2.30985
S1 -0.69433 1.91000 -3.67209
C3 -2.24189 2.18730 -2.73615
C4 -2.39717 1.20111 -1.58437
O1 -2.87789 1.52370 -0.52720
N3 -1.99754 -0.06660 -1.91136
C5 -1.50202 -1.03888 -1.04605
C6 -1.04983 -2.24176 -1.58603
C7 -0.46466 -3.19189 -0.77152
C8 -0.28690 -2.94987 0.57933
C9 -0.72688 -1.74389 1.11095
O2 -0.56447 -1.45493 2.45380
C10 0.69834 -1.26946 2.93051
C11 0.82567 -1.10198 4.30877
C12 2.06588 -0.86549 4.86596
C13 3.19461 -0.79074 4.06412
C14 3.07023 -0.95517 2.69663
C15 1.83056 -1.18988 2.12296
C16 -1.35532 -0.79976 0.31546
N4 1.52966 1.07375 -2.37483
N5 1.92464 1.04041 -1.07258
H1 0.18953 2.05619 1.47024
H2 1.61567 1.12748 1.56188
H3 -3.05148 2.07914 -3.45859
H4 -2.24438 3.19787 -2.33059
H5 -1.76309 -0.21813 -2.88615
H6 -1.14968 -2.42225 -2.64611
H7 -0.12550 -4.12444 -1.19610
H8 0.19239 -3.67555 1.21870
H9 -0.06183 -1.16231 4.91823
H10 2.15389 -0.74038 5.93451
H11 4.16333 -0.60846 4.50267
H12 3.94469 -0.90319 2.06379
H13 1.74182 -1.32906 1.05415
H14 -1.70835 0.12142 0.74797
H15 2.82845 0.67471 -0.82567

# 9
Molecular formula: C8H15N4
Method: DFT, ωB97M-V/def2-TZVPD

The LUMO energy (alpha / beta) is -4.12 / -4.36 eV. The charge is +1.

CARTESIAN COORDINATES (ANGSTROEM)
C1 0.36046 -0.58960 0.12258
C2 -1.19983 -2.32242 0.35616
C3 -2.11246 -1.56592 -0.73409
C4 -2.48022 1.53218 0.89533
C5 -1.31258 0.69328 -0.84529
C6 2.54063 -0.10197 1.23552
C7 1.97511 0.66457 -1.18288
C8 1.45430 0.33768 0.32371
N1 -0.04314 -1.68873 0.40382
N2 -2.88944 0.17508 0.67349
N3 -1.46896 1.83318 -0.15985
N4 -2.22110 -0.21613 -0.38306
H1 -1.65490 -2.43401 1.30038
H2 -1.18775 -3.30057 0.00874
H3 -1.78739 -1.67457 -1.81294
H4 -3.06687 -1.93665 -0.64379
H5 -3.32781 2.15188 1.20811
H6 -1.89477 1.70052 1.84447
H7 -0.92289 0.74404 -1.85072
H8 3.39052 0.59718 1.14949
H9 2.94393 -1.10623 1.01717
H10 2.23494 -0.34514 2.25962
H11 1.28145 1.41996 -1.63363
H12 2.00343 -0.41675 -1.60746
H13 2.99607 0.87616 -1.39422
H14 0.82569 1.21758 0.75674
H15 -1.25105 2.72458 -0.51823

# 10
Molecular formula: C3H6N2S
Method: DFT, ωB97M-V/def2-TZVPD

The LUMO energy is -0.10 eV. Its SMILES is C=NN(C)C=S.

CARTESIAN COORDINATES (ANGSTROEM)
C1 -1.71545 -1.10886 0.08900
N1 -1.17443 0.00269 -0.21726
N2 0.17564 0.17584 -0.09568
C2 0.49947 1.57528 0.02268
C3 1.11510 -0.79085 -0.21043
S1 2.77966 -0.53595 -0.00211
H1 -2.74353 -1.17728 -0.07073
H2 -1.28116 -1.99045 0.57945
H3 1.52897 1.76916 -0.50840
H4 -0.35858 2.12122 -0.44102
H5 0.44692 1.76261 1.20903
H6 0.72740 -1.80341 -0.35453

# 11
Molecular formula: C12H9Cl3CuN2O6
Method: DFT, ωB97M-V/def2-TZVPD

The LUMO energy (alpha / beta) is -1.20 / -1.21 eV. Its expectation value of S² is 0.752. The spin multiplicity is 2.

CARTESIAN COORDINATES (ANGSTROEM)
Cu1 -1.04145 0.08883 -0.58686
C1 3.05905 0.11466 -1.83040
C2 3.69126 -0.33318 -0.68538
C3 2.93418 -0.65718 0.43221
C4 1.56004 -0.51815 0.36602
N1 0.95927 -0.08464 -0.75142
C5 1.67813 0.22440 -1.82470
C6 0.64120 -0.81246 1.50564
C7 1.07167 -1.25365 2.74164
C8 0.12465 -1.47945 3.73227
C9 -1.20988 -1.25256 3.46071
C10 -1.56848 -0.81200 2.19631
N2 -0.65866 -0.60579 1.24812
H1 3.61310 0.37905 -2.71907
H2 4.76808 -0.43193 -0.65483
H3 3.41022 -1.00585 1.33590
H4 1.11895 0.56892 -2.68410
H5 2.11964 -1.42174 2.93671
H6 0.43594 -1.82974 4.70726
H7 -1.97517 -1.41762 4.20483
H8 -2.59662 -0.63324 1.91781
O1 -3.67099 -2.39670 0.38276
Cl1 -3.18967 -1.73687 -0.79260
O2 -1.87093 -2.21730 -1.15609
O3 -4.10339 -1.84426 -1.87295
O4 -3.00643 -0.28466 -0.44931
Cl2 0.76843 3.68585 -3.08713
C11 -0.88483 3.62511 -2.43912
Cl3 -2.07730 3.67181 -3.74612
C12 -1.01121 2.38227 -1.56553
O5 -0.87512 2.51393 -0.34644
O6 -1.19775 1.26396 -2.14796
H9 -1.01593 4.51018 -1.82816